(1)
C49H52GeIrN9SeSi2 as an isolated structure. Source: the OMol25 dataset; level of theory: ωB97M-V with the def2-TZVPD basis set.

## Properties
⟨S²⟩: 0.77
Lowest unoccupied orbital energy (alpha / beta) in eV: -4.5530 / -4.4967

```
! wB97M-V def2-TZVPD RIJCOSX def2/J DEFGRID3
* xyz 1 2
Ir -0.498 0.154 0.022
C -3.001 -5.404 2.097
C -2.370 -5.093 3.302
C -1.472 -4.044 3.400
C -1.212 -3.308 2.252
C -0.478 -2.095 2.013
N 0.187 -1.437 2.934
C 0.526 -0.175 2.843
C 1.298 0.564 3.808
C 1.958 0.192 4.970
C 2.584 1.183 5.704
C 2.554 2.517 5.299
C 1.901 2.901 4.140
C 1.271 1.916 3.394
C 0.469 1.954 2.195
N -0.007 3.031 1.622
C -0.795 3.034 0.569
N -0.818 2.103 -0.454
C -1.755 2.503 -1.350
N -1.973 1.851 -2.546
C -1.933 0.484 -2.680
N -1.533 -0.314 -1.660
C -1.803 -1.620 -1.997
N -1.802 -2.655 -1.188
C -1.427 -2.641 0.075
N -0.627 -1.727 0.690
C -1.831 -3.643 1.029
C -2.741 -4.685 0.942
C -2.307 -1.656 -3.333
C -2.717 -2.730 -4.111
C -3.197 -2.475 -5.377
C -3.312 -1.157 -5.825
C -2.946 -0.078 -5.048
C -2.406 -0.305 -3.776
C -2.418 3.686 -0.901
C -3.557 4.397 -1.291
C -4.030 5.391 -0.459
C -3.383 5.735 0.731
C -2.248 5.062 1.132
C -1.787 4.030 0.325
N 0.075 0.688 1.873
H -3.721 -6.208 2.076
H -2.603 -5.676 4.182
H -1.012 -3.777 4.338
H 1.975 -0.840 5.281
H 3.106 0.920 6.611
H 3.047 3.259 5.908
H 1.864 3.932 3.823
H -3.242 -4.890 0.007
H -2.664 -3.729 -3.714
H -3.514 -3.281 -6.019
H -3.727 -0.972 -6.803
H -3.113 0.907 -5.449
H -4.101 4.167 -2.191
H -4.931 5.914 -0.742
H -3.792 6.525 1.342
H -1.735 5.285 2.054
C 0.992 -2.218 -3.772
Si 2.349 -0.933 -3.415
C 3.758 -1.760 -2.434
C 3.108 -0.355 -5.075
C 1.781 0.650 -2.469
C 2.326 0.708 -1.121
C 3.368 1.577 -0.768
C 4.064 1.371 0.405
C 3.739 0.272 1.197
C 2.638 -0.480 0.838
N 1.910 -0.230 -0.248
Si 1.072 2.085 -3.280
C -2.527 2.636 -3.629
C 0.932 3.856 -2.623
C 0.468 1.916 -5.072
H 1.383 -3.012 -4.403
H 0.141 -1.787 -4.286
H 0.632 -2.664 -2.851
H 4.114 -2.651 -2.944
H 3.430 -2.060 -1.443
H 4.604 -1.090 -2.313
H 3.894 -1.035 -5.384
H 3.555 0.632 -5.005
H 2.373 -0.341 -5.872
H 3.642 2.365 -1.453
H 4.872 2.029 0.689
H 4.320 0.019 2.070
H 2.323 -1.321 1.444
H -3.608 2.498 -3.722
H -2.052 2.340 -4.561
H -2.316 3.687 -3.446
H 1.263 3.916 -1.590
H -0.092 4.227 -2.657
H 1.547 4.538 -3.207
H -0.168 1.043 -5.192
H 1.313 1.777 -5.738
H -0.075 2.790 -5.426
C 3.534 -5.029 3.312
Ge 3.227 -6.101 1.677
C 1.465 -6.993 1.849
C 4.663 -7.419 1.291
C 3.262 -4.782 0.126
Se 1.615 -3.765 -0.097
C 0.639 -5.060 -1.161
H 3.507 -5.675 4.184
H 2.753 -4.279 3.417
H 4.497 -4.527 3.289
H 1.474 -7.595 2.753
H 1.255 -7.653 1.012
H 0.666 -6.261 1.941
H 4.764 -8.121 2.113
H 5.618 -6.923 1.145
H 4.426 -7.981 0.392
H 3.491 -5.268 -0.821
H 4.049 -4.053 0.323
H 0.415 -5.931 -0.554
H 1.245 -5.338 -2.019
H -0.283 -4.588 -1.487
*
```



(2)
A 3-piece molecular cluster, C4H15N3S overall. Source: the OMol25 dataset; level of theory: ωB97M-V with the def2-TZVPD basis set.

## Properties
Energy relative to the best compared isomer or geometry (same formula, charge and spin) in kcal per mole: 80.8
Lowest unoccupied orbital energy in eV: -1.9681

```
! wB97M-V def2-TZVPD RIJCOSX def2/J DEFGRID3
* xyz 0 1
C 0.104 -2.191 1.922
C -0.918 -1.608 0.963
S -0.415 -1.513 -0.726
N 1.341 -1.385 1.987
H 0.390 -3.206 1.684
H -0.234 -2.202 2.977
H -1.214 -0.591 1.236
H -1.750 -2.335 1.024
H 1.085 -0.501 2.400
H 1.442 -1.106 0.990
N -1.674 1.802 -1.548
C -0.568 2.149 -0.618
C 0.845 1.837 -1.134
N 1.770 2.330 -0.101
H -1.824 0.783 -1.397
H -2.350 -0.742 -0.727
H -1.312 1.914 -2.504
H -0.637 3.233 -0.424
H -0.730 1.551 0.264
H 0.961 0.774 -1.396
H 1.032 2.362 -2.095
H 1.851 1.636 0.636
H 2.677 2.420 -0.542
*
```



(3)
A 2-piece molecular cluster, C23H23IN2O5S3 overall. Source: the OMol25 dataset; level of theory: ωB97M-V with the def2-TZVPD basis set.

## Properties
Lowest unoccupied orbital energy in eV: -0.7982

```
! wB97M-V def2-TZVPD RIJCOSX def2/J DEFGRID3
* xyz 0 1
C -1.907 1.886 4.295
C -1.086 0.955 3.825
C 0.138 -0.003 3.367
C 0.746 -1.144 4.285
C 0.147 -1.431 5.760
C 0.208 -0.154 6.756
C -1.133 -0.267 7.700
C 1.483 -0.141 7.756
C 1.944 -2.014 3.666
S 2.701 -3.381 4.662
C 2.535 -1.773 2.205
N 3.616 -2.586 1.581
C 3.138 -3.800 1.300
S 2.767 -5.445 1.286
C 1.900 -0.618 1.342
C 0.698 0.293 1.897
N 0.072 1.398 1.087
C 1.037 2.541 1.080
O 0.584 3.681 1.916
O 1.447 4.674 1.574
C -0.273 0.932 -0.291
C -1.722 1.232 -0.849
C -2.120 0.760 -2.303
C -1.069 -0.010 -3.211
I -1.767 -0.641 -5.198
C 0.412 -0.340 -2.704
C 0.762 0.137 -1.227
S 2.427 -0.199 -0.415
H -2.355 2.920 4.570
H 0.603 -2.371 6.257
H -0.989 -1.670 5.619
H 0.179 0.867 6.227
H -1.190 0.645 8.425
H -2.087 -0.295 7.025
H -1.133 -1.281 8.263
H 2.176 0.731 7.403
H 1.096 0.160 8.798
H 2.097 -1.113 7.759
H 1.737 -4.414 4.625
H 2.042 2.198 1.563
H 1.260 2.978 0.035
H 2.028 4.882 2.364
H -2.473 1.785 -0.153
H -3.202 0.960 -2.681
H 1.196 -0.892 -3.354
C -2.234 1.594 -11.825
O -2.558 0.416 -11.089
C -1.552 -0.051 -10.324
O -0.449 0.436 -10.225
O -1.990 -1.155 -9.689
C -1.021 -1.762 -8.836
H -3.114 1.880 -12.404
H -1.984 2.415 -11.149
H -1.413 1.401 -12.520
H -0.722 -1.074 -8.040
H -0.151 -2.089 -9.411
H -1.480 -2.640 -8.377
*
```



(4)
A 2-piece molecular cluster, C5H15NOS overall. Source: the OMol25 dataset; level of theory: ωB97M-V with the def2-TZVPD basis set.

## Properties
SMILES string: CCCNCCS.O
Energy relative to the best compared isomer or geometry (same formula, charge and spin) in kcal per mole: 60.1
Lowest unoccupied orbital energy in eV: 0.5475

```
! wB97M-V def2-TZVPD RIJCOSX def2/J DEFGRID3
* xyz 0 1
C 0.356 1.228 1.801
C -0.083 1.448 0.255
C 0.814 0.646 -0.692
N 0.452 0.662 -2.137
C -0.713 -0.083 -2.540
C -1.717 -0.386 -1.542
S -3.258 -1.366 -2.139
H -0.225 1.906 2.512
H 0.085 0.334 2.291
H 1.358 1.634 1.897
H -1.147 1.035 0.277
H -0.097 2.513 -0.021
H 0.754 -0.434 -0.420
H 1.855 0.860 -0.692
H 0.554 1.659 -2.518
H -0.277 -1.098 -3.014
H -1.074 0.588 -3.466
H -1.255 -0.710 -0.493
H -2.270 0.543 -1.429
H -2.537 -2.526 -2.223
O 3.088 -3.076 4.764
H 2.817 -2.643 3.989
H 2.522 -2.733 5.539
*
```



(5)
An isolated molecule of C4H9N3. Source: the OMol25 dataset; level of theory: ωB97M-V with the def2-TZVPD basis set.

## Properties
SMILES string: [H]/N=C/N=C/N(C)C
Energy relative to the best compared isomer or geometry (same formula, charge and spin) in kcal per mole: 66.1
Lowest unoccupied orbital energy in eV: 0.7772

```
! wB97M-V def2-TZVPD RIJCOSX def2/J DEFGRID3
* xyz 0 1
H -0.008 2.262 3.522
N -0.374 1.561 2.808
C 0.654 1.292 2.090
N 0.553 0.571 0.910
C -0.367 -0.087 0.486
N -0.349 -0.341 -0.907
C -1.321 -1.237 -1.465
C 0.984 -0.323 -1.446
H 1.764 1.606 2.315
H -1.284 -0.095 0.977
H -1.490 -0.724 -2.367
H -2.006 -1.285 -0.724
H -0.898 -2.268 -1.605
H 1.676 0.325 -0.806
H 1.621 -1.328 -1.389
H 0.846 0.072 -2.398
*
```



(6)
A 2-piece molecular cluster, CHN3O3S overall. Source: the OMol25 dataset; level of theory: ωB97M-V with the def2-TZVPD basis set.

## Properties
Energy relative to the best compared isomer or geometry (same formula, charge and spin) in kcal per mole: 219.5
Lowest unoccupied orbital energy (alpha / beta) in eV: -3.4658 / -1.1433

```
! wB97M-V def2-TZVPD RIJCOSX def2/J DEFGRID3
* xyz 0 1
C -0.102 2.618 0.380
N -0.088 3.595 0.966
N -0.419 0.339 0.039
N 3.096 -0.392 -0.450
O 2.081 -0.785 -0.986
O 4.138 -0.172 -0.988
O -0.175 1.562 -0.380
S 2.674 0.209 1.184
H -0.341 -0.252 -0.803
*
```



(7)
An isolated molecule of C3H3N3O. Source: the OMol25 dataset; level of theory: ωB97M-V with the def2-TZVPD basis set.

## Properties
SMILES string: O=Nn1ccnc1
Energy relative to the best compared isomer or geometry (same formula, charge and spin) in kcal per mole: 129.9
Lowest unoccupied orbital energy (alpha / beta) in eV: -1.7547 / -1.7457

```
! wB97M-V def2-TZVPD RIJCOSX def2/J DEFGRID3
* xyz 0 1
O 1.714 -0.354 2.341
N 0.847 -1.142 1.368
N 0.349 -0.447 0.380
C 0.402 0.903 -0.132
C -0.549 0.922 -1.122
N -1.292 -0.265 -1.064
C -0.805 -1.020 -0.215
H 1.246 1.538 -0.078
H -0.836 1.805 -1.817
H -1.078 -1.939 0.339
*
```



Values for E_tot, eV, ordered as above
-205521.7080, -19693.0357, -78028.7412, -19798.7286, -8761.6583, -22492.0144, -9671.8232
Values for strongest force on any atom, eV/A, ordered as above
2.4, 3.9, 7.1, 5.8, 6.3, 3.4, 8.7